<w>
ORCA calculation (ωB97M-V with the def2-TZVPD basis set) on C3H7OP in the gas phase.

Geometry (Å):
C: 1.70983 1.15671 0.08337
C: 0.43774 1.08684 -0.28875
C: -0.73600 -1.56752 -0.15295
O: -2.28516 0.68574 -0.13268
P: -0.95438 0.15968 0.32991
H: 2.31439 1.74867 -0.44670
H: 2.07113 0.61520 0.95812
H: 0.16112 1.74613 -1.12878
H: -0.35265 -1.50041 -1.17194
H: 0.17237 -1.82743 0.50260
H: -1.63884 -2.21763 -0.18697
H: -0.89957 -0.08597 1.63476

Its HOMO energy is -9.8035 eV. As for the orbital gap: 10.4 eV. The LUMO energy is 0.63 eV.


<x>
ORCA calculation (ωB97M-V with the def2-TZVPD basis set) on 2 unconnected molecules or ions with the total composition C3H7OP.

Geometry (Å):
C: -2.31869 0.71855 0.45604
C: 3.33698 0.05217 -0.00527
C: -0.47812 -1.22811 0.40958
O: 3.26872 1.08939 -0.60682
P: -0.81291 0.51789 -0.24462
H: -2.68578 1.67353 0.61099
H: -2.65516 0.04780 1.33165
H: 2.91946 -0.92106 -0.41978
H: 3.73164 -0.02784 1.03562
H: 0.60290 -1.58916 0.50443
H: -0.81865 -0.93012 1.37470
H: -1.16418 -2.00110 0.02024

Its HOMO energy is -9.3457 eV. As for the orbital gap: 9.5 eV. The LUMO energy is 0.12 eV.


Energy comparison, zero being the most stable, in kJ/mol: <w> 0.0; <x> 197.6.


<w>
ORCA calculation (ωB97M-V with the def2-TZVPD basis set) on C3HN3O2 in the gas phase.

Geometry (Å):
C: -0.12321 -0.71768 -0.26038
C: 0.31435 0.58879 0.31895
C: -0.88368 1.41516 0.61695
H: -2.03055 -0.50356 0.46475
N: 0.86049 -1.34336 -0.84543
N: 1.52975 0.65671 -0.23274
N: -2.07158 1.72805 1.02354
O: -1.37010 -1.28268 0.25348
O: 1.86450 -0.53029 -0.77042

Its HOMO energy is -11.1642 eV. As for the orbital gap: 9.8 eV. The LUMO energy is -1.35 eV.


<x>
ORCA calculation (ωB97M-V with the def2-TZVPD basis set) on a molecular structure, C3HN3O2.

Geometry (Å):
C: 0.62145 0.51359 1.80117
C: -1.67442 -0.96554 -1.30731
C: 1.70509 0.10407 -2.34071
N: 0.62575 -0.35556 -2.35139
N: 0.70740 1.02741 2.87074
N: -1.13358 -1.11077 -2.37194
O: 0.43097 -0.13470 0.86362
O: -2.39059 -0.93818 -0.40172
H: 1.10792 1.85967 3.23755

Its HOMO energy is -11.3940 eV. As for the orbital gap: 8.0 eV. The LUMO energy is -3.41 eV.


Energy comparison, zero being the most stable, in kJ/mol: <w> 41.2; <x> 0.0.